[1]
{"formula": "C8H9IN3S", "method": "the ωB97M-V functional and the def2-TZVPD basis", "species": ["N", "C", "S", "N", "N", "C", "I", "C", "C", "C", "C", "C", "C", "H", "H", "H", "H", "H", "H", "H", "H", "H"], "positions_angstrom": [[1.957742, -0.502170, 2.841661], [2.030620, -1.290846, 1.784405], [2.142025, -2.961657, 1.719628], [1.925806, -0.711308, 0.524225], [1.858871, 0.598577, 0.170313], [0.683756, 1.288103, -0.089493], [1.031095, 3.407226, -0.125798], [-0.486117, 0.733841, -0.570119], [-1.431911, 1.591923, -1.251597], [-2.564833, 0.966444, -1.783653], [-2.860120, -0.403295, -1.720798], [-1.914924, -1.233849, -1.001687], [-0.797275, -0.646961, -0.498049], [2.122474, -1.092478, 3.713664], [2.273544, 0.462297, 2.891220], [1.742340, -1.300057, -0.340722], [2.661376, 1.217156, 0.560617], [-1.157894, 2.580380, -1.546000], [-3.229357, 1.618786, -2.345700], [-3.772709, -0.728970, -2.166046], [-2.062635, -2.270400, -0.759664], [-0.151874, -1.322743, -0.006409]], "forces_ev_per_angstrom": [[0.6, -0.9, 2.9], [-0.2, -1.5, -2.3], [-0.2, 0.9, 0.6], [-0.3, -1.3, -2.9], [-0.3, 3.9, 2.4], [3.7, 0.4, -0.1], [-0.1, -1.1, 0.2], [-2.3, 0.4, -1.1], [0.2, -2.9, 0.0], [0.0, 0.8, -0.5], [2.2, 0.3, 1.8], [-1.9, 1.5, -1.1], [0.3, 0.1, 0.2], [-0.3, 1.5, -1.4], [-0.2, -0.3, -0.2], [0.9, 0.4, 2.2], [-1.7, -1.3, -1.2], [-0.2, 0.6, 0.3], [0.0, -0.2, 0.1], [-0.3, -0.5, -0.2], [-0.3, -0.3, -0.4], [0.5, -0.3, 0.7]], "lowdin_charge": [0.109, -0.937, 0.644, -0.094, -0.028, -0.521, 1.062, -0.249, -0.019, -0.042, 0.037, -0.005, -0.015, 0.147, 0.113, 0.162, 0.156, 0.046, 0.120, 0.114, 0.121, 0.082], "energy_ev": -31839.2965, "gap_ev": 6.1, "e_lumo_ha": -0.2095, "charge": 1, "de_lowest_kcal_mol": 12.7}

=====

[2]
{"formula": "CH5N3OS", "method": "the ωB97M-V functional and the def2-TZVPD basis", "species": ["N", "N", "C", "S", "N", "O", "H", "H", "H", "H", "H"], "positions_angstrom": [[1.198166, 0.985869, 0.797831], [0.013637, 1.093955, 0.060019], [-0.630692, -0.023311, -0.358433], [-2.184273, 0.060894, -0.963518], [0.012490, -1.171352, -0.166609], [-0.368952, -2.324171, -0.772851], [0.926913, 0.838043, 1.747941], [1.748487, 1.874201, 0.756947], [-0.440887, 1.984475, -0.015377], [1.003897, -1.188120, 0.036115], [-1.278785, -2.130482, -1.122066]], "forces_ev_per_angstrom": [[0.9, 0.9, -0.3], [0.3, 0.1, -0.3], [-0.2, 0.5, 0.1], [-0.1, -0.2, -0.3], [1.0, 0.6, 0.5], [-1.1, -0.8, -0.7], [0.1, 0.0, 0.9], [-0.8, -1.2, -0.2], [-0.4, -0.1, 0.1], [-0.1, 0.2, 0.0], [0.5, 0.1, 0.2]], "lowdin_charge": [0.021, -0.109, -0.884, 0.595, -0.081, -0.043, 0.078, 0.114, 0.119, 0.143, 0.047], "energy_ev": -18468.8780, "gap_ev": 9.1, "e_lumo_ha": 0.0218, "de_lowest_kcal_mol": 35.9}

=====

[3]
{"formula": "C4H5Br", "method": "the ωB97M-V functional and the def2-TZVPD basis", "species": ["C", "C", "C", "C", "Br", "H", "H", "H", "H", "H"], "positions_angstrom": [[-0.528388, -0.363825, -0.017761], [-1.621397, 0.314944, 0.165811], [0.732403, -1.022295, 0.134251], [1.438450, 0.380970, -0.133055], [1.015796, 1.565216, -1.617340], [-1.614831, 1.319514, -0.131639], [-2.625596, -0.031676, 0.567392], [0.940508, -1.525622, 1.069622], [0.859691, -1.674597, -0.773960], [1.403365, 1.037371, 0.736679]], "forces_ev_per_angstrom": [[1.6, 0.2, 2.2], [-0.9, -1.2, 0.4], [-0.9, 0.1, -3.4], [-2.5, -0.3, 0.7], [0.4, -0.6, -0.1], [0.0, 1.7, -0.3], [1.5, -0.1, -0.8], [0.3, 0.3, 0.1], [0.3, 0.2, 1.1], [0.1, -0.2, 0.0]], "lowdin_charge": [-0.165, -0.004, -0.265, -0.506, 0.574, 0.021, 0.094, 0.113, 0.123, 0.015], "energy_ev": -74266.5909, "gap_ev": [8.0, 8.0], "e_lumo_ha": [0.0101, 0.0101], "de_lowest_kcal_mol": 77.7}

=====

[4]
{"formula": "C4H11N2", "method": "the ωB97M-V functional and the def2-TZVPD basis", "species": ["C", "C", "C", "N", "C", "N", "H", "H", "H", "H", "H", "H", "H", "H", "H", "H", "H"], "positions_angstrom": [[-0.215548, -1.702051, -1.725077], [-0.267171, -1.514238, -0.210545], [-0.111775, -0.088873, 0.248760], [-1.057373, 0.849103, -0.286746], [0.874825, 0.390751, 0.988503], [0.858328, 1.884630, 1.112393], [-0.485193, -2.735059, -1.933022], [0.834244, -1.645514, -2.030178], [-0.694088, -0.961215, -2.352292], [0.291714, -2.273790, 0.328833], [-1.300128, -1.732553, 0.109533], [-2.000116, 0.514589, -0.142245], [-0.899093, 1.042746, -1.268198], [1.599099, -0.031913, 1.661879], [1.618879, 2.347609, 0.620685], [-0.065367, 2.117662, 0.672995], [0.920112, 2.186631, 2.084798]], "forces_ev_per_angstrom": [[1.8, -0.4, 0.2], [-1.9, 0.2, 0.8], [0.5, -0.9, -1.1], [0.5, 0.4, 0.4], [0.0, 1.5, 0.6], [-0.2, -0.4, 0.4], [-0.5, 0.2, -0.3], [0.1, 0.0, 0.0], [-0.7, -0.1, 0.2], [0.6, 0.3, -0.1], [0.0, -0.2, -0.1], [-0.1, 0.0, -0.2], [-0.2, -0.1, -0.1], [0.1, -0.7, -0.5], [0.1, -0.1, -0.2], [0.1, 0.2, 0.1], [-0.2, 0.1, 0.0]], "lowdin_charge": [-0.077, -0.189, -0.304, 0.076, 0.001, 0.175, 0.087, 0.083, 0.070, 0.124, 0.123, 0.117, 0.110, 0.132, 0.167, 0.138, 0.167], "energy_ev": -7299.4746, "gap_ev": 11.2, "e_lumo_ha": -0.1226, "charge": 1, "de_lowest_kcal_mol": 34.0}